No. 1
# C16H47N3O8

6 unconnected molecules or ions with the total composition C16H47N3O8 (ωB97M-V with the def2-TZVPD basis set, the Open Molecules 2025 dataset).

XYZ file:
```
74
C16H47N3O8 | the Open Molecules 2025 dataset | ωB97M-V with the def2-TZVPD basis set
H 0.310 -0.372 0.230
H -0.556 -1.193 -1.183
C 0.314 -7.247 -1.168
C 1.105 -6.523 -0.184
C -0.720 -7.081 -3.247
C -1.539 5.786 2.347
C 3.204 -0.444 0.204
H -2.077 5.336 1.505
H 2.911 3.942 0.405
H 0.728 -4.700 -0.915
H 2.232 0.720 -3.067
H -1.072 3.712 2.662
H 0.944 -7.043 0.752
C -1.663 1.708 -1.898
O 0.567 -2.373 -0.025
H 1.905 2.419 -3.347
H -3.493 2.109 -3.012
H -4.137 2.110 -0.059
H 0.556 2.247 1.008
H -0.132 4.136 4.052
H -4.697 3.344 0.536
H -1.225 -1.421 0.425
H -1.885 0.668 -2.126
H -0.628 -8.127 -3.419
H 0.428 1.540 -1.355
H -1.015 0.361 2.329
C 1.540 1.382 -3.672
H -0.641 -6.596 -4.247
C 0.689 -3.056 1.239
N 1.027 3.180 0.926
H 4.091 -0.584 -0.523
H 1.326 -4.843 1.946
N 0.677 -5.150 -0.043
N -2.052 2.065 -0.566
H 2.441 -4.198 0.723
H -3.997 1.306 2.597
H -4.321 0.904 4.004
C 3.079 1.858 0.409
C -0.172 1.925 -2.162
O -4.833 2.377 0.481
H 1.252 -2.435 1.914
H -1.580 -6.683 -2.717
C -0.070 4.148 2.943
H 3.475 -0.288 1.292
H -1.515 2.854 -0.202
H -2.457 3.530 -2.593
H -0.824 1.160 3.580
H 1.921 3.303 -0.878
H 4.048 1.892 -0.164
H 1.744 1.202 -4.700
H 3.367 1.826 1.471
H -0.263 -3.222 1.751
H -0.751 -7.207 -0.814
H 2.129 -6.583 -0.359
H -2.014 5.511 3.319
C 1.395 -4.335 0.985
H -1.865 1.317 0.058
O 0.451 -6.770 -2.448
H -1.570 6.904 2.239
O -0.202 5.437 2.412
O 2.382 0.702 -0.050
H 0.059 2.987 -2.294
C -2.457 2.472 -2.924
H 1.957 4.406 2.307
O 0.193 1.237 -3.385
C 2.217 3.121 0.200
C -0.292 -1.230 -0.144
H 1.570 2.774 2.925
C 1.233 3.572 2.339
O -3.693 0.702 3.300
H 2.582 -1.380 0.235
H 0.608 -8.283 -1.087
H -1.968 2.361 -3.907
O -0.288 0.814 2.840
```

Calculated values
Kohn-Sham gap	9.081	eV
LUMO	0.45	eV
energy above the lowest of the compared OMol25 structures with the same formula, charge and spin	49.6	kcal/mol
SMILES string	COC[C@H](C)N.COCCNCCOC.COCCNCCOC.O.O.O
spin multiplicity	1
highest occupied orbital energy	-8.63	eV

Here are the Löwdin charges for atoms 1 to 6, given in e: H 0.07; H 0.08; C -0.31; C -0.24; C -0.06; C -0.15


No. 2
# C8H14NO6

A molecular structure, C8H14NO6 (ωB97M-V with the def2-TZVPD basis set, the Open Molecules 2025 dataset).

XYZ file:
```
29
C8H14NO6 | the Open Molecules 2025 dataset | ωB97M-V with the def2-TZVPD basis set
N -1.955 -0.345 0.341
H -0.508 -0.407 -2.447
C -1.006 0.167 -0.736
H -2.316 0.727 2.226
O 1.568 -2.463 -0.294
H -1.079 -0.528 2.283
H -0.749 1.025 1.563
H 2.477 -2.795 -0.276
H -2.549 -2.176 1.289
C -1.505 0.197 1.700
O -2.863 1.687 -0.850
C 0.982 -0.050 -0.367
O 3.743 1.888 0.480
H -2.435 -2.159 -0.521
H 4.880 -0.555 0.091
C 2.997 -0.431 0.062
C -1.952 -1.821 0.383
C 1.780 -1.145 -0.236
O -1.225 -0.660 -1.831
O 4.128 -1.138 0.140
H -0.922 2.245 -0.026
H -0.896 -2.304 0.456
H -2.850 0.035 0.122
H -1.181 2.135 -1.922
C -1.434 1.698 -0.857
O 1.468 1.109 -0.041
C 2.826 0.906 0.167
H 3.698 2.606 -0.144
H -3.120 2.551 -0.754
```

Calculated values
Kohn-Sham gap	9.043	eV
LUMO	-2.57	eV
energy above the lowest of the compared OMol25 structures with the same formula, charge and spin	36.3	kcal/mol
spin multiplicity	1
highest occupied orbital energy	-11.61	eV
charge	+1

Here are the Löwdin charges for atoms 1 to 6, given in e: N -0.11; H 0.14; C -0.24; H 0.12; O 0.12; H 0.07


No. 3
# C16H14F5N2OS4Tc

A molecular structure, C16H14F5N2OS4Tc (ωB97M-V with the def2-TZVPD basis set, the Open Molecules 2025 dataset).

XYZ file:
```
43
C16H14F5N2OS4Tc | the Open Molecules 2025 dataset | ωB97M-V with the def2-TZVPD basis set
H -0.971 5.022 1.991
F -7.278 -0.179 0.800
H 2.774 -1.481 -2.174
H 5.590 0.288 -0.062
Tc 0.080 0.292 0.256
C 3.593 -1.323 -1.474
S 3.321 0.220 -0.633
S -0.997 0.966 4.680
C -3.296 -0.612 -0.068
H -0.215 -1.887 2.393
F -6.370 -2.517 -0.213
C 4.671 0.210 0.522
H 0.242 -1.758 4.110
H 4.526 -1.222 -2.031
H 4.649 -0.716 1.094
H -1.135 3.340 4.219
C -0.936 2.375 3.775
F -5.572 1.884 1.249
C -0.598 0.006 3.281
H 4.575 1.083 1.163
C -0.215 3.178 -0.886
H -0.778 2.136 -2.635
H 0.027 3.680 -2.952
C -3.794 0.581 0.457
S -1.625 -0.839 -0.519
C -5.539 -1.523 -0.003
C 0.017 2.809 -2.301
H -1.452 -1.892 3.668
C -0.501 2.953 1.333
C -0.494 -1.466 3.357
F -3.745 -2.801 -0.786
C -5.128 0.740 0.752
O 2.072 -0.079 0.288
F -2.958 1.618 0.678
C -4.192 -1.661 -0.294
H 3.659 -2.128 -0.744
H 0.975 2.293 -2.400
N -0.201 2.335 0.123
S -0.562 4.801 -0.392
C -0.609 2.099 2.452
C -6.009 -0.320 0.519
C -0.722 4.318 1.210
N -0.418 0.743 2.207
```

Calculated values
Kohn-Sham gap (alpha / beta)	6.490 / 3.571	eV
LUMO (alpha / beta)	-10.38 / -13.58	eV
energy above the lowest of the compared OMol25 structures with the same formula, charge and spin	0.2	kcal/mol
spin multiplicity	4
highest occupied orbital energy (alpha / beta)	-16.87 / -17.15	eV
charge	+3
expectation value of S²	3.79

Here are the Löwdin charges for atoms 1 to 6, given in e: H 0.12; F 0.21; H 0.07; H 0.09; Tc 1.11; C -0.21


No. 4
# C18H53NO15

8 unconnected molecules or ions with the total composition C18H53NO15 (ωB97M-V with the def2-TZVPD basis set, the Open Molecules 2025 dataset).

XYZ file:
```
87
C18H53NO15 | the Open Molecules 2025 dataset | ωB97M-V with the def2-TZVPD basis set
H -25.185 28.457 -13.405
C -27.191 29.334 -13.332
H -21.012 19.909 -13.232
C -23.673 23.909 -22.356
O -26.165 27.885 -15.102
H -29.619 28.447 -18.878
H -18.398 20.349 -11.917
O -24.835 22.938 -16.662
H -28.252 17.342 -17.528
H -27.223 29.564 -12.267
H -28.161 26.171 -19.199
H -28.933 15.849 -17.758
O -18.645 19.377 -14.736
O -26.904 15.681 -17.233
H -32.129 22.257 -9.749
O -31.983 23.785 -11.110
C -20.083 19.646 -12.726
H -29.783 21.891 -10.716
C -31.512 23.143 -9.895
H -28.463 26.365 -20.869
O -28.508 28.950 -13.810
H -23.535 11.736 -11.344
H -26.428 27.054 -19.951
O -19.178 20.760 -12.297
H -25.896 24.890 -24.388
H -22.586 23.827 -22.347
H -23.873 23.641 -24.548
O -25.632 24.231 -23.742
H -18.393 20.223 -14.359
C -23.074 13.752 -11.866
H -29.105 29.563 -13.374
O -27.163 27.672 -19.950
C -28.346 26.939 -19.950
O -27.910 15.403 -20.287
H -22.203 13.737 -11.211
H -20.388 19.300 -11.739
O -24.589 19.697 -14.980
C -19.232 18.716 -13.592
H -23.497 14.728 -11.630
H -23.838 25.277 -24.037
H -18.322 18.419 -13.070
H -29.463 22.685 -9.217
C -26.191 28.200 -13.736
H -25.815 12.159 -10.209
C -24.200 24.294 -23.738
C -25.072 12.950 -10.313
O -24.382 13.473 -9.199
O -23.989 24.881 -21.358
N -24.910 12.439 -12.694
H -25.744 22.211 -15.048
H -26.823 14.781 -17.557
H -26.384 27.291 -13.166
H -24.259 23.021 -22.123
H -31.523 23.924 -9.134
C -27.622 16.610 -19.444
C -29.998 22.804 -10.160
H -22.803 13.627 -12.914
O -30.207 28.019 -20.736
C -24.814 21.997 -15.575
H -24.268 13.299 -7.137
H -26.592 16.960 -19.519
C -24.106 12.653 -11.487
H -27.565 14.623 -19.847
C -24.785 20.561 -16.093
H -23.791 24.331 -20.596
H -24.123 20.268 -16.908
C -29.662 27.569 -19.522
H -28.208 17.435 -19.847
H -27.060 28.114 -15.364
H -25.750 11.899 -12.546
H -25.748 13.747 -10.623
H -25.893 13.284 -7.771
H -24.816 11.805 -7.925
H -24.378 12.008 -13.437
H -19.841 17.930 -14.037
C -24.888 12.893 -7.936
O -29.370 23.915 -10.826
H -24.968 23.844 -16.373
H -24.777 18.775 -15.172
H -29.431 28.395 -21.158
H -23.923 22.128 -14.962
H -25.792 20.436 -16.491
C -27.985 16.362 -17.924
H -31.165 24.133 -11.472
H -30.378 26.857 -19.110
H -28.423 23.758 -10.816
H -26.934 30.278 -13.812
```

Calculated values
Kohn-Sham gap	9.464	eV
LUMO	0.30	eV
energy above the lowest of the compared OMol25 structures with the same formula, charge and spin	112.5	kcal/mol
SMILES string	COC[C@H](C)N.OCCO.OCCO.OCCO.OCCO.OCCO.OCCO.OCCO
spin multiplicity	1
highest occupied orbital energy	-9.16	eV

Here are the Löwdin charges for atoms 1 to 6, given in e: H 0.11; C -0.20; H 0.12; C -0.24; O -0.05; H 0.12